# 1
C20H12Cl5N4O3STi | ωB97M-V with the def2-TZVPD basis set

The value obtained for the HOMO-LUMO gap is 6.8245 eV. Its total charge is -1. For the molecular weight, the calculation gives 613.54 g mol⁻¹. Its HOMO energy is -5.20 eV. The value obtained for the LUMO energy is 0.05969 Ha. Its total energy is -4762.917232 Ha.

Cartesian coordinates (Å):
Ti 1.1793 0.1905 -0.0013
N 3.6478 -1.8254 3.0037
C 3.0450 -0.8133 2.3352
S 1.4773 -0.2805 2.8001
N 3.7880 -0.2758 1.3675
N 3.0364 0.6040 0.6732
C 3.5826 1.6374 0.2195
C 2.6717 2.6478 -0.3597
C 3.1080 3.8563 -0.8366
C 2.1738 4.7812 -1.2909
C 0.8411 4.4630 -1.2294
C 0.4851 3.2191 -0.7282
N 1.3738 2.3367 -0.3084
H 3.2792 -2.0454 3.9102
H 4.6301 -1.9686 2.8408
H 4.6477 1.7977 0.3337
H 4.1727 4.0626 -0.8531
H 2.4917 5.7367 -1.6893
H 0.0752 5.1498 -1.5639
H -0.5461 2.9098 -0.6602
Cl 1.9845 0.0122 -2.1538
C -0.8169 0.4278 -0.8086
C -0.8298 0.5582 0.5385
C -2.0028 0.6708 1.2491
Cl -2.0041 0.8327 2.9898
C -3.2034 0.6379 0.5433
Cl -4.7218 0.7264 1.3869
C -3.1918 0.5182 -0.8627
Cl -4.6980 0.4718 -1.7321
C -1.9769 0.4336 -1.5423
Cl -1.9441 0.2949 -3.2852
O -1.0702 -2.2495 1.9050
C -1.6602 -2.5912 0.7353
C -3.0380 -2.8022 0.7711
C -3.7281 -3.1193 -0.3860
C -3.0518 -3.2525 -1.5995
C -1.6798 -3.0784 -1.6212
C -0.9762 -2.7427 -0.4694
C 0.4976 -2.5736 -0.5863
O 1.1479 -3.2548 -1.3278
O 1.0393 -1.6214 0.2071
H -0.1750 -1.8943 1.7644
H -3.5465 -2.6794 1.7215
H -4.8047 -3.2483 -0.3453
H -3.5916 -3.4725 -2.5131
H -1.1178 -3.1877 -2.5415


# 2
CHF2NO2 | ωB97M-V with the def2-TZVPD basis set

The value obtained for the HOMO-LUMO gap is 10.0897 eV. For the molecular weight, the calculation gives 97.02 g mol⁻¹. Its HOMO energy is -11.33 eV. The value obtained for the LUMO energy is -0.04564 Ha. Its total energy is -443.454579 Ha.

Cartesian coordinates (Å):
C -0.3228 0.5407 0.1462
N 0.1706 -0.8123 -0.3418
O 0.7571 -0.6879 -1.3735
O 0.0412 -1.8016 0.3004
F -1.4158 0.3996 0.8622
F -0.3707 1.5065 -0.7644
H 1.1404 0.8550 1.1708


# 3
C5H6BeO3 | ωB97M-V with the def2-TZVPD basis set

The value obtained for the HOMO-LUMO gap (alpha / beta) is 6.8205 / 7.8662 eV. As for the multiplicity: 2. Its total charge is +1. For the molecular weight, the calculation gives 123.11 g mol⁻¹. Its HOMO energy (alpha / beta) is -11.97 / -13.03 eV. The value obtained for the LUMO energy (alpha / beta) is -0.18942 / -0.18966 Ha. Its total energy is -434.201009 Ha.

Cartesian coordinates (Å):
O -0.9186 1.3289 4.2968
C -0.3626 0.5158 3.7088
O 0.3255 -0.1545 3.0302
O -0.2311 -1.4076 1.0311
C -0.5911 -0.8508 -0.1843
C 0.4811 0.0535 -0.7996
C -0.0136 0.7385 -2.0544
C 0.5145 0.6075 -3.2515
Be 0.4158 -0.8958 1.8569
H -1.5188 -0.2571 -0.0625
H -0.8235 -1.6535 -0.9102
H 1.3821 -0.5392 -1.0151
H 0.7513 0.8261 -0.0595
H -0.8852 1.3954 -1.9225
H 1.4743 0.2926 -3.6642


# 4
C5H14S | ωB97M-V with the def2-TZVPD basis set

The value obtained for the HOMO-LUMO gap is 9.4424 eV. The SMILES is CCC.CSC. For the molecular weight, the calculation gives 106.23 g mol⁻¹. Its HOMO energy is -8.44 eV. The value obtained for the LUMO energy is 0.03683 Ha. Its total energy is -597.047343 Ha.

Cartesian coordinates (Å):
C -1.4911 -2.2598 -1.5314
C -0.0663 -2.2691 -2.1036
C -1.6345 -3.3595 -0.4243
H -2.2023 -2.4383 -2.2952
H -1.7284 -1.3078 -1.0297
H 0.0385 -2.5033 -3.1708
H 0.3524 -1.2601 -1.9073
H -0.9172 -4.1553 -0.5273
H 0.5550 -2.9439 -1.5249
H -2.6077 -3.8447 -0.4019
H -1.6012 -2.8254 0.5419
C 1.4945 2.3591 2.2911
C 0.8025 1.1139 -0.1116
S 0.3403 2.4476 0.9514
H 1.0173 2.4398 3.2587
H 2.1040 1.4476 2.3722
H 2.2866 3.1004 2.1749
H 1.8405 1.1600 -0.4171
H 0.1337 0.9880 -0.9525
H 0.6168 0.1515 0.3678


# 5
C7H6O2 | ωB97M-V with the def2-TZVPD basis set

The value obtained for the HOMO-LUMO gap is 8.7809 eV. For the molecular weight, the calculation gives 122.12 g mol⁻¹. Its HOMO energy is -9.18 eV. The value obtained for the LUMO energy is -0.01481 Ha. Its total energy is -420.690680 Ha.

Cartesian coordinates (Å):
C 1.3918 1.1550 0.6094
C 1.4931 0.4977 -0.5924
C 0.2136 1.2475 1.3350
C 0.5219 -0.3882 -1.1205
C -1.5530 -1.6370 -0.9375
C -0.7082 0.2887 1.2820
C -0.4810 -0.9057 -0.3355
O -1.5567 -2.0665 -2.0597
O -0.3919 -1.0361 1.0512
H 2.1028 1.8580 0.8456
H 2.4683 0.7271 -1.1971
H 0.1340 2.3244 1.7949
H 0.6811 -0.6356 -2.0653
H -2.5687 -1.8058 -0.2262
H -1.7471 0.3765 1.6161


# 6
C3H5BrS | ωB97M-V with the def2-TZVPD basis set

The value obtained for the HOMO-LUMO gap (alpha / beta) is 8.9637 / 7.0917 eV. The SMILES is C=C(Br)SC. For the molecular weight, the calculation gives 153.04 g mol⁻¹. Its HOMO energy (alpha / beta) is -8.70 / -7.18 eV. The value obtained for the LUMO energy (alpha / beta) is 0.00985 / -0.00337 Ha. Its total energy is -3089.325821 Ha.

Cartesian coordinates (Å):
C 2.5827 -0.2292 -0.1765
C 0.7120 -0.3107 0.0585
C -1.9388 0.6272 -0.0803
S -0.1332 1.1344 -0.1247
Br -0.0480 -2.0437 0.1968
H 2.8222 -1.2348 -0.0905
H 3.0781 0.6360 0.2805
H -2.3089 0.4053 0.9492
H -2.2581 -0.4095 -0.4875
H -2.5080 1.4250 -0.5255


# 7
C2H5N3S | ωB97M-V with the def2-TZVPD basis set

The value obtained for the HOMO-LUMO gap is 9.4258 eV. For the molecular weight, the calculation gives 103.15 g mol⁻¹. Its HOMO energy is -9.09 eV. The value obtained for the LUMO energy is 0.01225 Ha. Its total energy is -641.483495 Ha.

Cartesian coordinates (Å):
C 1.3469 0.3023 -0.3816
C -1.1587 -0.4881 -0.6376
H 0.5348 0.4147 2.9320
H 2.3348 0.3030 -0.9027
H 0.2557 -0.6373 -1.9855
H -1.3457 -1.8891 -0.6744
H -1.5066 1.4348 0.0926
N 1.4972 0.3963 0.8705
N 0.2401 -0.1981 -1.1283
N -1.9287 0.2817 0.0273
S -0.2696 0.0799 1.7877


> Which of these has the highest molecular weight?

C20H12Cl5N4O3STi